# C3H8NO

The ion C3H8NO with charge +1 in a non-equilibrium geometry (ωB97M-V/def2-TZVPD, the Open Molecules 2025 dataset).

```
! wB97M-V def2-TZVPD RIJCOSX def2/J DEFGRID3
* xyz 1 1
H 1.5341 0.7573 -0.6576
O 1.1977 1.6199 0.9212
C -0.7585 -1.1481 0.4212
H 1.2287 -0.8411 -1.1565
H -1.1149 0.7642 -0.7177
N 0.8452 0.1025 -1.0723
H 0.1186 -1.7522 0.6355
C -0.3734 0.1875 -0.1533
H -1.2785 -1.0082 1.3767
H 0.6198 0.4359 -2.0125
H -0.6845 1.4357 1.6833
C 0.0887 1.1716 0.9452
H -1.4231 -1.7248 -0.2135
*
```

Computed properties:
- SMILES: C[C@H]([NH3+])C=O
- Energy relative to the best compared isomer or geometry (same formula, charge and spin): 0.2 kcal per mole
- F_max: 1.4 eV/Å
- Energy: -6771.16298 eV
- Orbital gap: 11.66 eV

Atom charges from the natural (NBO) analysis, given in e for atoms 1 to 5: H 0.465; O -0.486; C -0.646; H 0.447; H 0.251

# C41H96BFN6O6

A cluster of 6 separate species, C41H96BFN6O6 in total in a non-equilibrium geometry (ωB97M-V/def2-TZVPD, the Open Molecules 2025 dataset).

```
! wB97M-V def2-TZVPD RIJCOSX def2/J DEFGRID3
* xyz 0 1
N -3.3960 1.3808 -4.8812
H -6.1050 8.7224 0.5847
H -5.4972 -0.6739 -0.7032
H -4.2361 6.2652 1.2203
C -2.3931 -0.3942 -6.2914
H -3.3187 -0.9020 -6.5643
H -6.7346 4.2484 3.3064
H 2.3629 0.4517 -0.6063
N 6.5827 -5.1689 -1.7100
C 7.3773 -5.9486 -2.6427
H 0.8926 -2.1033 2.9935
H 6.2489 0.2819 -1.3617
H 8.1681 -7.4298 -1.2431
C -4.9921 6.3446 0.4220
H -5.9643 8.0084 3.5583
N 4.4297 0.5603 -0.3119
H -2.7167 -0.5212 -4.1738
H 6.4323 -6.5055 -0.0455
H -5.1534 1.9918 2.8313
H -8.1867 -0.1827 1.9639
O 6.7964 -0.1663 4.7512
H 5.2161 -4.4471 0.6425
N -6.3092 6.7032 0.9195
B 4.3703 -0.8993 -0.3397
H 6.4483 -3.3091 -0.8160
C 5.4335 -2.1587 4.6525
N -6.9223 0.3939 0.3373
H -7.4484 8.2803 1.6107
H 6.6359 0.4086 2.3081
C -6.2482 5.1658 2.9669
H 0.7898 -4.7911 1.1444
H -5.7858 -2.8642 0.5234
C 4.7596 -5.1635 -0.0431
C -3.6104 1.5565 -2.3411
H -8.3966 2.3001 1.8314
C -5.6554 1.0966 2.4577
H 8.3998 -3.2636 0.5356
C 8.5080 -6.8162 -2.0781
C -4.9893 5.0521 -0.3812
C 5.5937 1.0911 -1.0084
H -6.3702 2.3182 0.8542
H 5.2624 1.6226 -1.9090
C -6.3949 8.0661 1.4112
C -4.7559 1.0958 -5.3114
C -1.3719 -2.9628 1.5975
H 9.1355 -4.6519 -0.2513
C 2.7907 2.3497 0.3158
N -0.5359 -2.3672 0.5735
C 5.8070 -5.9776 -0.7832
H -7.1888 4.8368 1.0703
C 1.1532 -4.2587 0.2644
C 3.8600 -1.7490 -1.5666
O 7.7838 1.6293 0.0192
H 3.3303 2.1593 1.2509
C -8.9079 1.6534 1.1168
H -4.6660 7.1641 -0.2245
O 0.9819 1.9583 1.9464
H 5.4726 -2.2233 0.6288
H -4.6845 1.4182 -2.2164
H 4.4977 -1.6464 4.4136
C 1.3563 -1.6241 2.1295
C 0.0938 -3.3202 -0.3263
H 7.7444 -4.8720 0.8096
C 7.2330 -4.0052 -1.1313
H -6.2659 5.8710 3.7966
H -5.3181 2.0302 -5.2412
H 8.2055 1.1826 2.6419
H 3.1838 1.5857 -1.6761
C 8.2795 -0.9406 2.6846
H 6.6275 3.0091 -0.7660
H -2.2269 2.5478 -3.6517
H 3.1665 3.3044 -0.0707
C 6.5574 -1.2471 4.2802
H 8.8730 -7.4910 -2.8544
C 0.3532 -1.3016 1.0157
H 4.1215 -5.8163 0.5538
H 0.9088 -0.9755 0.1307
H 7.7903 -5.2587 -3.3837
H -5.2070 4.9204 2.7507
H -4.5247 8.1277 2.5420
H 2.0610 -3.7255 0.5375
H -5.1907 4.1792 0.2408
H -2.9379 -2.4306 2.9761
H -8.9449 2.1675 0.1553
C 1.2995 2.4691 0.6492
H -6.4101 -0.2856 -5.1588
H -4.0107 4.9046 -0.8406
C 8.0209 0.3779 0.6362
H 2.1548 -2.2650 1.7653
H 4.6723 -2.3903 -1.9374
H -1.6263 -1.2587 2.9341
H -5.0585 1.2815 0.3898
H -3.1215 0.5895 -2.2127
C 3.1580 1.2095 -0.6420
H 7.4662 -0.4290 0.1357
H -6.7935 -2.0529 1.7184
H -0.8020 -3.5382 2.3459
F 5.8855 2.4039 0.9929
O 4.7626 -1.5906 0.8062
H 3.5023 -1.1526 -2.4106
H 5.4781 -3.1036 4.1151
H -4.9920 0.2519 2.6400
H -8.8404 -0.3437 0.3428
C 6.4950 2.0719 -0.2176
H 4.1290 -4.6137 -0.7430
C -8.2237 0.3017 0.9744
H 1.4336 -5.0064 -0.4814
H 5.4648 -2.3342 5.7301
H -3.8778 3.0922 -3.8279
H -0.2374 -0.4332 1.3160
H 5.3101 -6.7532 -1.3720
C -5.9832 1.3020 0.9734
H 9.0836 0.1808 0.4798
C 8.1839 -4.2199 0.0534
H -7.9510 6.0877 2.0063
H 0.5562 -2.7363 -1.1284
O 7.3696 -1.7862 3.3132
C -6.9742 5.6894 1.7208
H -7.1127 -1.3372 -0.7638
H -0.6909 -3.9159 -0.8027
C -6.3796 -0.8820 -0.0902
H -9.9290 1.5160 1.4746
H -2.1733 0.3522 -7.0557
H -2.0260 -3.6806 1.0941
H 1.4642 2.4966 2.5854
C -5.9969 -1.8994 0.9894
C -2.2245 -1.9313 2.3185
H 3.0612 -2.4287 -1.2467
H -5.7399 5.0891 -1.1721
H -4.9167 -0.9203 -4.4801
H 0.9869 3.5192 0.5799
H -1.4925 0.6433 -4.6481
H -4.7271 0.8525 -6.3762
H -2.7808 -1.3305 1.5971
H -5.5669 9.5278 2.7688
H -5.8529 0.2816 -3.5908
H 0.6857 1.8800 -0.0392
H -6.5571 0.9536 3.0556
H 6.6833 -6.5958 -3.1876
C -5.5637 8.4434 2.6433
H 7.7641 -3.4971 -1.9405
H -5.0957 -1.5907 1.5165
H -1.5978 -1.1406 -6.2982
C 7.7111 0.3497 2.1380
H 1.8158 -0.6973 2.4779
H 9.3548 -6.2200 -1.7403
C -5.5214 -0.0179 -4.5841
C -2.4788 0.2555 -4.9187
C -3.2637 2.1982 -3.6887
H -3.2728 2.2046 -1.5288
O 9.3848 -1.3450 2.4845
*
```

Computed properties:
- SMILES: CB(O)N(CCCO)C[C@@H](F)OCCC(=O)OC(C)=O.CCN(CC)CC.CCN(CC)CC.CCN(CC)CC.CCN(CC)CC.CCN(CC)CC
- Energy relative to the best compared isomer or geometry (same formula, charge and spin): 0.0 kcal per mole
- F_max: 1.2 eV/Å
- Energy: -68693.91329 eV
- Orbital gap: 8.48 eV

Atom charges from the Löwdin analysis, given in e for atoms 1 to 5: N -0.202; H 0.109; H 0.102; H 0.103; C -0.092

# C3H3Cl2NS

An isolated molecule of C3H3Cl2NS in a non-equilibrium geometry (ωB97M-V/def2-TZVPD, the Open Molecules 2025 dataset).

```
! wB97M-V def2-TZVPD RIJCOSX def2/J DEFGRID3
* xyz 0 1
C -1.7678 0.2374 0.0372
S 3.2405 0.4414 -0.1227
Cl -1.9599 1.9794 -0.0492
Cl -3.2062 -0.6590 -0.1240
H 0.6116 1.3093 -0.0404
C -0.5863 -0.3873 -0.0116
N 0.6467 0.2927 -0.0123
H -0.5368 -1.5071 0.0981
C 1.8419 -0.3297 -0.0021
H 1.7161 -1.3771 0.2270
*
```

Computed properties:
- SMILES: S=CNC=C(Cl)Cl
- Energy relative to the best compared isomer or geometry (same formula, charge and spin): 0.0 kcal per mole
- F_max: 1.5 eV/Å
- Energy: -40529.01615 eV
- Orbital gap: 8.80 eV

Atom charges from the natural (NBO) analysis, given in e for atoms 1 to 5: C -0.152; S -0.068; Cl 0.021; Cl 0.060; H 0.426

# C4H9N2

A cluster of 2 separate species, C4H9N2 in total in a non-equilibrium geometry (ωB97M-V/def2-TZVPD, the Open Molecules 2025 dataset).

```
! wB97M-V def2-TZVPD RIJCOSX def2/J DEFGRID3
* xyz 1 1
H -0.1419 -2.9931 0.5111
H 3.1484 -0.4159 0.2807
C -0.4430 -2.3182 -0.2740
H -0.2093 -0.0366 1.3888
H -1.8521 0.9133 -0.8455
C 2.2233 1.4609 -0.5137
H -0.4497 -3.0128 -1.1083
H -0.3261 1.6941 -0.3268
H -1.6613 1.9638 0.5090
H -2.0931 -0.2852 1.0424
H 2.0835 2.5373 -0.9036
C -0.9703 -0.1555 0.6825
N -0.8122 -1.1173 -0.3983
N -1.2726 1.2418 -0.0697
C 2.7763 0.5234 0.0254
*
```

Computed properties:
- Energy relative to the best compared isomer or geometry (same formula, charge and spin): 112.6 kcal per mole
- F_max: 5.2 eV/Å
- Energy: -7263.25886 eV
- Orbital gap: 10.93 eV

Atom charges from the natural (NBO) analysis, given in e for atoms 1 to 5: H 0.183; H 0.241; C 0.025; H 0.231; H 0.462

# C22H30F6IN6O7PS2Yb

A structure of composition C22H30F6IN6O7PS2Yb in a non-equilibrium geometry (ωB97M-V/def2-TZVPD, the Open Molecules 2025 dataset).

```
! wB97M-V def2-TZVPD RIJCOSX def2/J DEFGRID3
* xyz 1 2
H -2.4809 2.5350 3.0264
N -2.2788 -2.1228 2.0528
N -0.2794 -0.9592 3.3097
O -1.5505 -1.5154 -1.7318
Yb 0.0210 -0.1177 -0.8819
H 2.2692 3.2830 -1.4515
C -0.5836 5.2564 0.7141
C 0.2373 4.2229 0.3343
S -1.7782 -2.6484 -2.6397
H 0.1013 -3.0690 2.8734
C 4.1871 -1.6906 0.6728
O 1.4402 -4.0856 -1.2238
O 1.7939 0.0470 0.5050
F 1.5900 -2.7223 -4.7524
H 1.2839 -2.2694 3.9238
H -2.7107 -3.8973 3.0652
C -2.7411 -2.8219 3.2856
C 0.5855 -2.0776 3.0194
H -2.1706 -2.4150 4.1278
F -3.0583 -0.9775 -3.8780
C -3.0540 0.4102 4.2058
O -2.8801 -3.5251 -2.4387
H 4.4291 1.9892 -4.2427
F 1.8430 -4.7824 -4.0858
C -1.4890 3.3906 -1.1219
N -0.4861 -3.5070 -2.7940
H 4.0780 3.2982 -3.1481
H 5.2691 -0.0003 -3.2928
N 0.6033 2.1771 -0.8741
N 4.6763 -0.8371 -1.5127
H -3.7718 1.8576 1.9865
H -4.1460 0.5210 4.1145
C -1.9738 -1.7511 -4.1900
H -3.8605 -2.9675 0.8227
C -2.7214 1.7789 2.3090
H 5.2377 -1.9217 0.6126
H 1.1684 -0.0318 4.4803
C 2.7369 1.1266 -1.3524
N -2.4386 0.4632 2.8778
O 1.2183 -1.7877 -1.9615
C 2.7825 0.1393 -0.3675
H 2.1807 1.8009 -4.5631
S 0.9098 -3.2396 -2.2272
F -2.2346 -2.5413 -5.2151
I -2.2584 1.8199 -2.1902
H -2.9773 -0.5895 4.6375
H -2.1860 1.9056 1.4056
C -2.3809 4.3880 -0.6576
C 1.7592 2.3276 -1.3019
H 3.9155 -1.2663 1.6180
P -1.5028 -0.7070 2.2399
H -3.7962 -2.5581 3.5446
O 2.3826 2.5102 -3.9717
H -4.2224 -1.2755 1.3402
H 3.5616 -2.6052 0.5766
C 3.8796 -0.7832 -0.4388
H -2.9195 -1.6798 0.0985
C -3.3694 -2.0070 1.0222
H -2.6413 1.2152 4.8270
F 3.2002 -3.2198 -3.4404
C 0.4805 0.2023 3.6601
H 1.2088 -1.8447 2.1590
C -0.1887 3.2762 -0.6043
O -1.1486 -0.2276 0.8603
H -3.3711 4.4400 -0.9240
C 1.9397 -3.5126 -3.7286
H -0.1678 6.0870 1.3486
F -0.9679 -0.9289 -4.5687
H -0.1883 1.0039 4.0213
C -1.9098 5.3338 0.3065
C 3.6931 1.1521 -2.4309
H -2.4293 6.2232 0.6298
C 3.7136 2.3284 -3.4921
H 1.1057 0.5897 2.8684
H 1.2497 4.2721 0.6940
C 4.5813 0.1155 -2.4819
*
```

Computed properties:
- Expectation value of S²: 0.751
- F_max: 4.9 eV/Å
- Energy: -133466.30660 eV
- Orbital gap (alpha / beta): 7.97 / 7.52 eV

Atom charges from the Löwdin analysis, given in e for atoms 1 to 5: H 0.084; N -0.269; N -0.291; O -0.488; Yb 1.608

# C2H6N2O3

A structure of composition C2H6N2O3 in a non-equilibrium geometry (ωB97M-V/def2-TZVPD, the Open Molecules 2025 dataset).

```
! wB97M-V def2-TZVPD RIJCOSX def2/J DEFGRID3
* xyz 0 3
N -0.6986 0.6440 0.2182
O -3.5485 -0.1855 -1.0736
O -1.8048 1.0580 -0.0112
N -0.1028 -0.3489 0.5900
H 1.5207 0.6394 -1.1151
C 1.3089 -0.1263 0.8367
H 2.1619 -1.0420 -0.9568
H -3.5662 -1.1629 -0.9104
H 1.4078 0.9228 1.3578
O -3.2890 0.2529 0.1905
C 2.0716 -0.1341 -0.4315
H 1.4930 -0.8120 1.5686
H 3.0459 0.2944 -0.2632
*
```

Computed properties:
- Energy relative to the best compared isomer or geometry (same formula, charge and spin): 143.3 kcal per mole
- Expectation value of S²: 2.009
- F_max: 7.7 eV/Å
- Energy: -11283.70575 eV
- Orbital gap (alpha / beta): 8.47 / 8.14 eV

Atom charges from the natural (NBO) analysis, given in e for atoms 1 to 5: N 0.337; O -0.389; O -0.250; N -0.212; H 0.210

# C8H15BIN2O7S

A structure of composition C8H15BIN2O7S in a non-equilibrium geometry (ωB97M-V/def2-TZVPD, the Open Molecules 2025 dataset).

```
! wB97M-V def2-TZVPD RIJCOSX def2/J DEFGRID3
* xyz -1 1
H -3.5402 -1.3669 0.9030
C 0.2889 0.4783 0.6063
H -2.2468 1.3581 3.5587
O 5.4578 -2.7045 -0.2008
O 3.0633 -0.0130 -3.6060
O 5.4491 -1.5606 -2.1285
H 0.9170 -2.3349 -0.9831
H -3.8099 0.8110 -0.1660
H -3.9113 1.0680 3.1409
O -1.5763 -2.2770 -0.3760
H 4.7431 -0.9947 -2.4739
H -0.0483 1.4440 0.2746
C -3.8028 1.5778 0.6032
I -0.1949 -1.5987 2.9050
H 0.7516 -0.6785 -2.4855
H -3.8017 2.5380 0.1022
C 1.1760 -0.2888 -0.4042
H 0.2620 0.9173 -1.9792
O 3.7075 -1.3925 -0.7516
C 1.0334 0.1653 -1.8828
C -0.6813 -1.6190 0.0344
H 2.2046 -0.3193 -0.0869
N 0.6140 -1.6388 -0.3181
O -3.1621 -1.0050 1.7171
B -2.2221 -0.0202 1.4326
N -2.6275 1.3976 1.4715
H 3.4380 1.0839 -1.6772
H 0.9422 0.6031 1.4595
C -0.7651 -0.5059 1.1030
C -3.0303 1.6494 2.8705
O 2.0722 2.1074 -3.2364
S 2.5024 0.8756 -2.6409
H -3.3001 2.6882 3.0005
C 4.8476 -1.9328 -0.9181
H -4.7503 1.4879 1.1321
*
```

Computed properties:
- Energy relative to the best compared isomer or geometry (same formula, charge and spin): 19.1 kcal per mole
- F_max: 2.8 eV/Å
- Energy: -45467.02344 eV
- Orbital gap: 7.05 eV

Atom charges from the natural (NBO) analysis, given in e for atoms 1 to 5: H 0.520; C -0.444; H 0.207; O -0.738; O -0.957

# C3H3NO3

An isolated molecule of C3H3NO3 in a non-equilibrium geometry (ωB97M-V/def2-TZVPD, the Open Molecules 2025 dataset).

```
! wB97M-V def2-TZVPD RIJCOSX def2/J DEFGRID3
* xyz 0 1
N -1.1363 1.2670 -0.7600
C -1.4101 -0.6933 0.2857
H 1.3727 -1.2341 0.7188
H -0.6680 2.0657 -1.1639
O 0.9701 0.5589 -0.2259
O -1.3082 -1.7336 0.8711
H -2.3116 -0.1611 -0.0794
O 3.0268 -0.1166 0.2829
C -0.3926 0.3902 -0.2327
C 1.8571 -0.3431 0.3033
*
```

Computed properties:
- SMILES: [H]/N=C(/C=O)OC=O
- Energy relative to the best compared isomer or geometry (same formula, charge and spin): 50.9 kcal per mole
- F_max: 1.1 eV/Å
- Energy: -10790.49279 eV
- Orbital gap: 10.52 eV

Atom charges from the natural (NBO) analysis, given in e for atoms 1 to 5: N -0.616; C 0.378; H 0.135; H 0.367; O -0.504